(1)
A cluster of 6 separate species, C18H38I2NO26S8 in total in a non-equilibrium geometry. Source: the Open Molecules 2025 dataset; level of theory: ωB97M-V/def2-TZVPD.

The HOMO energy comes out at -10.77 eV. The charge is +1. As for the largest force on an atom: 13.40 eV/Å. Its electronic energy is -176867.5558 eV.

XYZ file:
```
93
C18H38I2NO26S8 (ωB97M-V/def2-TZVPD)
C -4.04506 3.78569 0.89424
N -4.46497 4.16704 -0.50904
C -3.76196 3.35554 -1.57490
S -1.87884 3.36299 -1.44476
C -1.37510 1.60590 -1.91509
I -0.57069 1.41683 -3.95059
C -0.40323 0.94652 -0.74323
C 0.72273 2.02000 -0.18190
I -1.65159 0.36533 1.01163
S -1.14345 4.80020 -2.79723
C 0.71457 4.79887 -3.03158
O -1.50895 6.22950 -2.23663
O -1.80056 4.72648 -4.20593
H -3.01336 4.29295 1.20739
H -4.89085 4.14074 1.65839
H -3.95066 2.61547 1.04460
H -4.30106 5.18956 -0.64988
H -4.16226 2.23918 -1.66744
H -4.01168 3.87145 -2.62133
H -2.36915 0.94555 -1.89610
H 0.09144 -0.05190 -1.11564
H 0.95705 2.89621 -0.93845
H 0.33601 2.48618 0.82921
H 1.76090 1.45934 -0.00582
H 1.33698 4.78201 -2.01744
H 1.11398 3.98101 -3.78706
H 0.99053 5.84488 -3.53659
C 1.37447 -0.65351 4.85398
C 0.76362 -1.83965 4.11259
O 1.34849 -1.80858 2.81269
S 2.86334 -1.21487 2.92733
O 3.78289 -2.33005 2.97154
O 2.99719 -0.12082 1.99377
O 2.73626 -0.60067 4.43216
H 0.89106 0.28461 4.56280
H 1.31578 -0.77051 5.93940
H -0.32506 -1.77415 4.04728
H 1.04321 -2.78671 4.58612
C 2.69591 3.86917 3.13202
C 4.00765 3.37320 3.73457
O 4.02291 3.88273 5.06608
S 2.49104 3.96198 5.62064
O 2.23557 2.77840 6.41121
O 2.24980 5.30055 6.10690
O 1.73748 3.78729 4.18553
H 2.77487 4.91677 2.82405
H 2.37806 3.26310 2.27942
H 4.88029 3.72294 3.17783
H 4.02672 2.27970 3.79123
C 7.25047 1.83733 0.39989
C 6.13664 2.14184 -0.59829
O 5.24127 1.03604 -0.50718
S 5.25518 0.46760 1.02158
O 4.12670 1.03621 1.72468
O 5.52243 -0.95126 0.97909
O 6.60423 1.23529 1.52021
H 7.96196 1.11433 -0.01193
H 7.78649 2.73898 0.70808
H 6.51067 2.25209 -1.61894
H 5.58759 3.04531 -0.31260
C 1.28564 -4.06929 -2.38906
C 0.37611 -4.11549 -1.16417
O -0.73357 -3.28236 -1.49170
S -1.00642 -3.37029 -3.09739
O -2.06291 -4.33143 -3.32357
O -1.03619 -2.02796 -3.62999
O 0.40915 -4.06310 -3.51464
H 1.87269 -3.14544 -2.40943
H 1.95968 -4.92882 -2.43539
H 0.87503 -3.75586 -0.26111
H -0.00171 -5.12885 -0.99188
C -1.05728 -9.50295 0.45103
C -0.38431 -9.03518 1.73867
O 0.94002 -8.67069 1.35648
S 0.91164 -8.09501 -0.16937
O 0.86899 -6.65095 -0.10609
O 1.88720 -8.82024 -0.94957
O -0.57526 -8.63055 -0.56965
H -0.75523 -10.52410 0.19693
H -2.14761 -9.45165 0.51290
H -0.36403 -9.81398 2.50472
H -0.87757 -8.14342 2.13964
C -7.56594 1.02131 -4.81520
C -6.25419 0.52535 -4.21264
O -6.23894 1.03487 -2.88113
S -7.77081 1.11412 -2.32658
O -8.02628 -0.06945 -1.53600
O -8.01204 2.45269 -1.84031
O -8.52437 0.93943 -3.76168
H -7.48698 2.06891 -5.12317
H -7.88379 0.41525 -5.66780
H -5.38156 0.87509 -4.76938
H -6.23513 -0.56816 -4.15598
```

These are the Mulliken partial charges, in e, on atoms 1 to 4:
1 C -0.59
2 N -0.30
3 C -0.50
4 S 0.53


(2)
A cluster of 3 separate species, C18H38N3O5 in total in a non-equilibrium geometry. Source: the Open Molecules 2025 dataset; level of theory: ωB97M-V/def2-TZVPD.

The HOMO energy comes out at -3.81 eV. The charge is -1. As for the largest force on an atom: 4.67 eV/Å. Its electronic energy is -33982.8740 eV.

XYZ file:
```
64
C18H38N3O5 (ωB97M-V/def2-TZVPD)
N 1.78278 1.72187 -0.47553
O 1.05321 1.00417 0.22460
O 1.68611 2.94687 -0.38162
O 2.49049 1.24931 -1.34927
C 2.95666 -4.40237 -8.14482
C 2.24674 -5.29210 -7.07863
C 2.18017 -6.71886 -7.49865
C 1.77661 -7.74437 -6.43840
C 2.70810 -7.74717 -5.36346
C 3.02032 -6.26568 -4.70788
N 3.00649 -5.19907 -5.78291
O 3.49548 -3.99524 -5.42364
C 2.00775 -5.93992 -3.58336
C 4.47075 -6.43956 -4.05867
C 0.74164 -4.79529 -6.96019
H 3.08743 -3.38418 -7.77835
H 2.33444 -4.16269 -9.00708
H 3.80582 -5.03502 -8.40320
H 1.54556 -6.77545 -8.38307
H 3.18812 -7.02491 -7.77873
H 1.74162 -8.68455 -6.98879
H 0.75803 -7.53288 -6.11304
H 3.55478 -8.31801 -5.74474
H 2.10175 -8.30545 -4.65018
H 1.07329 -6.37023 -3.94351
H 2.20284 -6.52735 -2.68617
H 1.82983 -4.88513 -3.37391
H 5.05521 -7.00537 -4.78418
H 4.86340 -5.42376 -4.10429
H 4.50192 -7.00265 -3.12589
H 0.49433 -4.74211 -5.89995
H 0.05367 -5.56626 -7.30719
H 0.42123 -3.91884 -7.52345
H 2.67269 -3.51231 -5.31688
C -4.67938 6.06067 4.96742
C -3.39587 6.74782 5.48539
C -3.52059 6.95145 7.01599
C -3.24408 5.73490 7.95953
C -1.80779 5.33087 7.59666
C -1.74190 4.85814 6.08572
N -2.10785 6.04038 5.19856
O -1.93813 5.76925 3.86784
C -0.19672 4.55456 5.75113
C -2.55062 3.53575 5.93542
C -3.32202 8.23203 4.90389
H -4.86908 5.10400 5.45414
H -4.65257 5.81052 3.90684
H -5.52261 6.72540 5.15510
H -2.88062 7.75476 7.38098
H -4.58741 7.05273 7.21533
H -3.99669 4.95317 7.85673
H -3.21098 6.12041 8.97854
H -1.50470 4.51130 8.24821
H -1.15577 6.16616 7.85211
H 0.02834 3.57744 6.17855
H 0.01790 4.49643 4.68406
H 0.30187 5.31925 6.34676
H -3.58218 3.80534 5.70890
H -2.09488 2.94994 5.13715
H -2.58327 2.92061 6.83466
H -2.65425 8.78614 5.56354
H -4.24456 8.81158 4.93752
H -2.92202 8.23673 3.88995
H -2.29080 4.87686 3.83839
```

These are the Mulliken partial charges, in e, on atoms 1 to 4:
1 N 0.98
2 O -0.67
3 O -0.66
4 O -0.65